Molecular formula: C7H11O2
Method: DFT, ωB97M-V/def2-TZVPD

Its net charge is +1. The calculation puts the highest occupied orbital energy (alpha / beta) at -14.1 / -14.1 eV. The value obtained for the total energy is -11520.2347 eV. As for the energy relative to the best compared isomer or geometry (same formula, charge and spin): 3.2197 eV. The calculation puts the molar mass at 127.2 g/mol. The frontier orbital gap (alpha / beta) is 8.4525 / 8.4517 eV.

Last column: natural (NBO) charge in e.
Atoms and positions in Å:
C (2.2075, -0.1903, -0.1707)  0.812
C (-2.3421, -1.3306, -0.3361)  -0.465
C (-3.2443, -0.1539, -0.0184)  -0.475
C (-0.8780, 0.9676, -0.5054)  -0.609
C (0.8419, 1.5860, 0.7554)  0.308
C (-1.8649, 0.0215, -0.4109)  0.261
C (3.3027, -1.0292, 0.3644)  -0.732
O (1.8534, -0.0421, -1.3148)  -0.482
O (1.4446, 0.4836, 0.8724)  -0.463
H (-2.1568, -1.9289, 0.4575)  0.249
H (-2.3349, -1.9157, -1.2176)  0.261
H (-4.1293, 0.1375, -0.6137)  0.266
H (-3.4883, 0.0487, 1.0147)  0.257
H (-0.0192, 0.5473, -1.2742)  0.304
H (-1.2502, 1.9584, -0.5085)  0.237
H (0.9462, 2.2892, -0.0687)  0.211
H (0.4000, 2.1250, 1.5881)  0.230
H (3.0958, -1.0331, 1.3775)  0.247
H (4.2875, -0.4807, 0.1912)  0.290
H (3.3284, -2.0605, -0.1823)  0.294


Molecular formula: C7H11O2S2
Method: DFT, ωB97M-V/def2-TZVPD

Its net charge is -1. The calculation puts the highest occupied orbital energy at -4.2 eV. The value obtained for the total energy is -33203.2568 eV. As for the energy relative to the best compared isomer or geometry (same formula, charge and spin): 0.1225 eV. The calculation puts the molar mass at 191.3 g/mol. The frontier orbital gap is 7.2956 eV.

Last column: natural (NBO) charge in e.
Atoms and positions in Å:
C (2.1085, 0.5178, 0.5857)  0.775
C (0.6799, 0.0972, 0.7625)  -0.373
C (0.1221, -1.0032, -0.1881)  -0.081
C (-0.4942, 0.3296, -0.3813)  -0.252
C (-0.6209, -2.1241, 0.5020)  -0.606
C (0.9965, -1.6164, -1.3036)  -0.616
C (-2.1433, 2.4892, 0.6248)  -0.776
O (2.4320, 0.9569, -0.6075)  -0.760
O (2.8718, 0.5365, 1.5546)  -0.681
S (-0.1305, 1.4842, -1.6310)  -0.321
S (-2.2187, 0.6927, 0.3419)  0.134
H (0.3401, 0.0111, 1.7453)  0.215
H (-0.8663, -1.7878, 1.5672)  0.212
H (-0.1122, -3.0579, 0.3922)  0.208
H (-1.5416, -2.0456, -0.0610)  0.213
H (2.0319, -1.8613, -0.9385)  0.223
H (0.8910, -0.9388, -2.2245)  0.246
H (0.5901, -2.6188, -1.6119)  0.186
H (-2.0618, 2.7524, 1.7273)  0.200
H (-3.1170, 2.9777, 0.2803)  0.210
H (-1.2145, 2.7771, 0.0492)  0.269
H (1.4569, 1.4315, -1.1855)  0.375


Molecular formula: C7H11P
Method: DFT, ωB97M-V/def2-TZVPD

Its net charge is 0. Its multiplicity is 3. The calculation puts the highest occupied orbital energy (alpha / beta) at -4.0 / -8.7 eV. The value obtained for the total energy is -16718.2142 eV. As for the energy relative to the best compared isomer or geometry (same formula, charge and spin): 3.4536 eV. The calculation puts the molar mass at 126.1 g/mol. The frontier orbital gap (alpha / beta) is 4.9853 / 5.6650 eV.

Last column: natural (NBO) charge in e.
Atoms and positions in Å:
C (-0.0599, -0.1213, -1.7915)  -0.159
C (0.5034, 0.0144, -2.9826)  -0.428
C (-1.2582, 0.7877, 0.1572)  -0.391
C (-0.9396, -0.3066, 1.2079)  -0.430
C (1.1404, 0.3484, 0.2744)  -0.284
C (0.0102, 0.8769, -0.6403)  -0.284
C (0.5402, -0.2624, 1.2724)  -0.436
P (1.5042, -1.0358, 2.6003)  0.806
H (-0.8395, -0.7860, -1.7444)  0.181
H (0.0929, -0.7596, -3.6072)  0.194
H (-2.1197, 0.4973, -0.4744)  0.213
H (-1.4954, 1.7238, 0.6577)  0.218
H (-1.2740, -0.0912, 2.2293)  0.211
H (-1.1996, -1.3248, 1.0175)  0.211
H (1.0938, 0.8848, -3.4211)  0.205
H (2.1475, 0.6508, -0.2083)  0.238
H (0.1623, 1.9495, -1.1157)  0.200
H (1.0165, -2.3468, 2.6918)  -0.145
H (0.9745, -0.6992, 3.8772)  -0.119


Molecular formula: C7H12
Method: DFT, ωB97M-V/def2-TZVPD

Its net charge is -1. Its multiplicity is 2. The calculation puts the highest occupied orbital energy (alpha / beta) at 1.0 / -2.6 eV. The value obtained for the total energy is -7447.9460 eV. As for the energy relative to the best compared isomer or geometry (same formula, charge and spin): 3.5338 eV. The calculation puts the molar mass at 96.2 g/mol. The frontier orbital gap (alpha / beta) is 3.0578 / 6.6033 eV.

Last column: natural (NBO) charge in e.
Atoms and positions in Å:
C (1.1513, 1.7393, -0.5515)  -0.665
C (0.9419, 0.3374, -1.0992)  0.021
C (0.4876, 0.1954, -2.2908)  -0.452
C (1.0275, -0.8231, -0.0447)  -0.462
C (0.0086, -1.1428, 0.9601)  -0.467
C (-0.9494, -0.2148, 1.3113)  -0.404
C (-2.3926, -0.3206, 1.6220)  -0.627
H (1.3718, 1.8808, 0.5424)  0.211
H (2.1281, 2.2013, -0.8712)  0.194
H (0.2810, 2.4884, -0.6862)  0.213
H (-0.1178, 0.8871, -3.0528)  0.171
H (0.8785, -0.7776, -2.7290)  0.179
H (1.9861, -0.6328, 0.3108)  0.155
H (1.2007, -1.8050, -0.4896)  0.190
H (-0.3384, -2.1814, 1.1727)  0.161
H (-0.5820, 0.9089, 1.4947)  0.098
H (-2.6724, -1.4221, 1.1689)  0.147
H (-3.0402, 0.2739, 1.0477)  0.176
H (-2.7450, -0.4466, 2.6481)  0.160


Molecular formula: C7H12
Method: DFT, ωB97M-V/def2-TZVPD

Its net charge is 0. The calculation puts the highest occupied orbital energy at -9.6 eV. The value obtained for the total energy is -7451.7417 eV. As for the energy relative to the best compared isomer or geometry (same formula, charge and spin): 1.6897 eV. The calculation puts the molar mass at 96.2 g/mol. The frontier orbital gap is 10.7905 eV. Its structure (SMILES) is CC1CC2(CC2)C1.

Last column: natural (NBO) charge in e.
Atoms and positions in Å:
C (0.7450, 1.9349, 1.4627)  -0.607
C (-0.2123, 1.1596, 0.5677)  -0.196
C (0.3198, 0.7573, -0.8352)  -0.398
C (-0.1370, -0.6667, -0.5547)  -0.061
C (-0.9743, -1.4984, -1.4754)  -0.410
C (0.2875, -2.0540, -0.8671)  -0.417
C (-0.4176, -0.3763, 0.9045)  -0.398
H (0.9268, 2.9638, 1.1227)  0.210
H (1.7190, 1.4294, 1.4962)  0.200
H (0.3575, 1.9881, 2.4857)  0.209
H (-1.1886, 1.6531, 0.5061)  0.201
H (-0.1804, 1.2182, -1.6926)  0.207
H (1.4032, 0.8868, -0.9366)  0.203
H (-0.9412, -1.1471, -2.5091)  0.212
H (-1.9314, -1.9230, -1.1877)  0.208
H (1.1415, -2.3686, -1.4720)  0.221
H (0.0789, -2.5146, 0.1243)  0.213
H (0.3905, -0.7397, 1.5568)  0.197
H (-1.3870, -0.7029, 1.3037)  0.206


Molecular formula: C7H12
Method: DFT, ωB97M-V/def2-TZVPD

Its net charge is 0. The calculation puts the highest occupied orbital energy at -8.2 eV. The value obtained for the total energy is -7450.9692 eV. As for the energy relative to the best compared isomer or geometry (same formula, charge and spin): 2.4622 eV. The calculation puts the molar mass at 96.2 g/mol. The frontier orbital gap is 9.2665 eV. Its structure (SMILES) is C/C=C/C=C/CC.

Last column: natural (NBO) charge in e.
Atoms and positions in Å:
C (2.7035, -1.8643, 0.0364)  -0.654
C (1.3653, -1.3749, -0.4094)  -0.189
C (1.1301, -0.2272, -1.0585)  -0.217
C (-0.2572, 0.2673, -1.1695)  -0.180
C (-0.6933, 1.4852, -0.7991)  -0.188
C (-1.8111, 1.6611, 0.1968)  -0.435
C (-2.0999, 0.5907, 1.2722)  -0.604
H (3.5184, -1.4026, -0.5336)  0.220
H (2.9259, -1.7727, 1.1047)  0.224
H (2.7419, -2.9620, 0.0690)  0.219
H (0.4906, -2.0174, -0.4545)  0.200
H (1.8292, 0.4247, -1.6038)  0.207
H (-0.9928, -0.5532, -1.1835)  0.179
H (0.0627, 2.2642, -0.6774)  0.186
H (-2.8166, 1.8406, -0.2475)  0.207
H (-1.5724, 2.5818, 0.7398)  0.208
H (-3.0273, 0.8606, 1.7755)  0.211
H (-1.4368, 0.5904, 2.1459)  0.204
H (-2.0603, -0.3922, 0.7966)  0.205


Molecular formula: C7H12
Method: DFT, ωB97M-V/def2-TZVPD

Its net charge is 0. The calculation puts the highest occupied orbital energy at -9.6 eV. The value obtained for the total energy is -7451.9905 eV. As for the energy relative to the best compared isomer or geometry (same formula, charge and spin): 1.4409 eV. The calculation puts the molar mass at 96.2 g/mol. The frontier orbital gap is 10.8045 eV. Its structure (SMILES) is CC[C@H]1C[C@H]2C[C@@H]12.

Last column: natural (NBO) charge in e.
Atoms and positions in Å:
C (2.4445, 0.2376, -0.7155)  -0.603
C (1.0423, -0.3455, -0.7586)  -0.396
C (0.2640, -0.1148, 0.5370)  -0.205
C (-0.6374, 1.1569, 0.7335)  -0.395
C (-1.8726, 0.2441, 0.8436)  -0.228
C (-1.9590, -0.5636, -0.4293)  -0.427
C (-0.9898, -0.9614, 0.6450)  -0.221
H (2.9847, 0.0248, -1.6424)  0.208
H (3.0072, -0.2042, 0.1151)  0.199
H (2.4075, 1.3231, -0.5720)  0.202
H (0.4820, 0.0758, -1.6024)  0.195
H (1.0779, -1.4225, -0.9291)  0.201
H (0.9317, -0.2375, 1.3992)  0.204
H (-0.6576, 1.8777, -0.0946)  0.195
H (-0.3978, 1.6960, 1.6554)  0.212
H (-2.6798, 0.3815, 1.5596)  0.217
H (-2.7730, -1.2497, -0.5829)  0.224
H (-1.5919, -0.0530, -1.3205)  0.203
H (-1.0635, -1.9381, 1.1118)  0.216


Molecular formula: C7H12
Method: DFT, ωB97M-V/def2-TZVPD

Its net charge is 0. The calculation puts the highest occupied orbital energy at -8.7 eV. The value obtained for the total energy is -7451.0622 eV. As for the energy relative to the best compared isomer or geometry (same formula, charge and spin): 2.3692 eV. The calculation puts the molar mass at 96.2 g/mol. The frontier orbital gap is 9.7932 eV. Its structure (SMILES) is C=CC(=C)CCC.

Last column: natural (NBO) charge in e.
Atoms and positions in Å:
C (1.6977, -1.5449, 0.5287)  -0.421
C (0.5913, -1.3256, -0.1819)  -0.204
C (-0.5616, -0.5426, 0.4272)  0.020
C (-1.7171, -1.1798, 0.6927)  -0.428
C (-0.2577, 0.8752, 0.8393)  -0.447
C (0.3379, 1.7252, -0.2979)  -0.395
C (-0.2072, 1.4632, -1.7004)  -0.619
H (2.2463, -0.8623, 1.1656)  0.212
H (2.2506, -2.4080, 0.1680)  0.198
H (0.2879, -1.7109, -1.1511)  0.214
H (-2.2095, -0.8486, 1.6019)  0.205
H (-1.9605, -2.1488, 0.2749)  0.200
H (0.4654, 0.7912, 1.6597)  0.214
H (-1.1516, 1.3885, 1.2209)  0.211
H (0.3129, 2.7688, 0.0068)  0.206
H (1.4160, 1.5657, -0.2907)  0.198
H (0.1023, 0.4450, -1.9664)  0.204
H (-1.2750, 1.5665, -1.7587)  0.212
H (0.3608, 1.9078, -2.5217)  0.220


Molecular formula: C7H12
Method: DFT, ωB97M-V/def2-TZVPD

Its net charge is 0. The calculation puts the highest occupied orbital energy (alpha / beta) at -7.7 / -8.2 eV. The value obtained for the total energy is -7446.2023 eV. As for the energy relative to the best compared isomer or geometry (same formula, charge and spin): 7.2290 eV. The calculation puts the molar mass at 96.2 g/mol. The frontier orbital gap (alpha / beta) is 6.8189 / 8.6554 eV.

Last column: natural (NBO) charge in e.
Atoms and positions in Å:
C (1.9690, 2.0696, 0.3870)  -0.294
C (2.0086, 0.9196, -0.4469)  -0.484
C (0.6043, 0.0815, -0.2265)  -0.344
C (0.5276, -1.2117, -1.0712)  -0.485
C (-0.7960, -1.6887, -0.7029)  0.026
C (-1.8608, -1.6065, -0.1097)  -0.043
C (-2.8752, -1.0971, 0.7302)  -0.576
H (1.5919, 3.0210, 0.0251)  0.176
H (-1.5035, 0.8162, 1.2903)  -0.003
H (2.3620, 2.0458, 1.3987)  0.176
H (2.0283, 1.1444, -1.5179)  0.208
H (2.7930, 0.2043, -0.1792)  0.208
H (-0.1984, 0.7741, -0.4750)  0.210
H (0.5412, -0.1339, 0.8394)  0.209
H (0.6168, -0.9856, -2.1396)  0.227
H (1.3288, -1.9067, -0.7973)  0.227
H (-2.2574, -0.0156, 1.1256)  0.094
H (-3.0911, -1.6704, 1.6348)  0.234
H (-3.7890, -0.7601, 0.2349)  0.234


Molecular formula: C7H12
Method: DFT, ωB97M-V/def2-TZVPD

Its net charge is 0. The calculation puts the highest occupied orbital energy at -9.4 eV. The value obtained for the total energy is -7448.3093 eV. As for the energy relative to the best compared isomer or geometry (same formula, charge and spin): 5.1220 eV. The calculation puts the molar mass at 96.2 g/mol. The frontier orbital gap is 10.3506 eV.

Last column: natural (NBO) charge in e.
Atoms and positions in Å:
C (0.4352, -0.6540, -2.1706)  -0.597
C (-0.1342, -0.9704, -0.7939)  -0.304
C (0.8069, -0.6891, 0.4109)  -0.385
C (-0.1449, -0.0031, 1.4774)  -0.159
C (0.5445, 1.1452, 2.1928)  -0.604
C (-1.5534, 0.5773, 0.8328)  -0.177
C (-1.0822, -0.0477, -0.1562)  0.058
H (0.7494, 0.3920, -2.2410)  0.216
H (1.3088, -1.2902, -2.3533)  0.216
H (-0.2927, -0.8518, -2.9640)  0.220
H (-0.5200, -1.9966, -0.7739)  0.221
H (1.3122, -1.5782, 0.7984)  0.221
H (1.5612, 0.0402, 0.0954)  0.212
H (-0.4878, -0.7566, 2.1919)  0.209
H (0.8392, 1.9192, 1.4759)  0.210
H (1.4472, 0.7853, 2.7046)  0.206
H (-0.1295, 1.5987, 2.9236)  0.229
H (-2.2582, 1.3390, -1.5633)  0.025
H (-2.5305, 0.9810, -2.1546)  -0.016


Molecular formula: C7H12
Method: DFT, ωB97M-V/def2-TZVPD

Its net charge is 0. The calculation puts the highest occupied orbital energy at -8.3 eV. The value obtained for the total energy is -7451.3623 eV. As for the energy relative to the best compared isomer or geometry (same formula, charge and spin): 2.0691 eV. The calculation puts the molar mass at 96.2 g/mol. The frontier orbital gap is 9.2060 eV. Its structure (SMILES) is C=C(/C=C/C)CC.

Last column: natural (NBO) charge in e.
Atoms and positions in Å:
C (0.6303, -2.4689, -0.3197)  -0.405
C (0.1068, -1.2103, -0.3287)  0.013
C (0.9716, -0.1189, 0.2582)  -0.222
C (0.5407, 0.8671, 1.0368)  -0.186
C (1.4619, 1.9786, 1.5346)  -0.642
C (-1.2951, -0.9033, -0.7450)  -0.458
C (-1.6880, 0.4982, -1.2528)  -0.607
H (-0.1302, -3.2821, -0.3990)  0.186
H (1.6477, -2.7530, -0.5359)  0.212
H (2.0479, -0.2576, 0.3594)  0.200
H (-0.4832, 1.2089, 0.9111)  0.189
H (2.3679, 2.0169, 0.9567)  0.211
H (1.7267, 1.8537, 2.6178)  0.214
H (0.9554, 2.9576, 1.4717)  0.215
H (-1.5606, -1.5177, -1.6195)  0.220
H (-1.9069, -1.2713, 0.1080)  0.222
H (-2.3717, 0.3575, -2.0803)  0.213
H (-2.2596, 1.0426, -0.4583)  0.206
H (-0.7616, 1.0020, -1.5150)  0.221


Molecular formula: C7H12
Method: DFT, ωB97M-V/def2-TZVPD

Its net charge is 0. The calculation puts the highest occupied orbital energy at -8.4 eV. The value obtained for the total energy is -7451.8168 eV. As for the energy relative to the best compared isomer or geometry (same formula, charge and spin): 1.6146 eV. The calculation puts the molar mass at 96.2 g/mol. The frontier orbital gap is 9.4041 eV. Its structure (SMILES) is C=C(/C=C/C)CC.

Last column: natural (NBO) charge in e.
Atoms and positions in Å:
C (0.4536, -0.4153, 2.1291)  -0.380
C (0.4263, -0.2345, 0.8015)  -0.015
C (-0.6842, -0.8063, 0.0763)  -0.226
C (-1.1880, -0.6028, -1.1504)  -0.157
C (-2.6265, -0.9455, -1.4642)  -0.642
C (1.6653, 0.3149, 0.0681)  -0.437
C (1.9018, 1.8561, 0.0246)  -0.609
H (1.2482, -0.0727, 2.7851)  0.192
H (-0.3890, -0.8003, 2.6909)  0.191
H (-1.3103, -1.4505, 0.7010)  0.188
H (-0.6601, 0.0090, -1.8862)  0.188
H (-3.3016, -0.1006, -1.3281)  0.222
H (-2.8054, -1.3452, -2.4688)  0.211
H (-2.7591, -1.8039, -0.7941)  0.213
H (1.6626, -0.2616, -0.8551)  0.215
H (2.4851, 0.0120, 0.7344)  0.213
H (1.0759, 2.3871, 0.4890)  0.217
H (1.9299, 2.2281, -1.0044)  0.207
H (2.8756, 2.0321, 0.4512)  0.210


Among the records above, which one has the highest net charge? C7H11O2